A 5-piece molecular cluster, C10H30O5 overall, computed with ωB97M-V/def2-TZVPD.

Net charge: -1
<S²>: 0.750
Electronic energy: -21090.133 eV
Frontier orbital gap (spin up / spin down): 1.6 / 9.6 eV
Relative energy (zero: lowest compared OMol25 entry of this formula, charge and spin): 26.0 kcal/mol
Multiplicity: 2
E_HOMO (spin up / spin down): 1.11 / -6.91 eV

Each atom is followed by the atoms it is bonded to, with distances in Å.
Cartesian coordinates (Å):
1 C -11.388 -11.456 23.692  C2 1.490, H4 1.090, H5 1.090, H6 1.090
2 C -10.409 -12.019 24.664  C1 1.490, O3 1.333, H7 1.090, H8 1.090
3 O -10.408 -13.346 24.540  C2 1.333, H9 0.960
4 H -11.417 -10.367 23.723  C1 1.090
5 H -12.401 -11.853 23.753  C1 1.090
6 H -11.084 -11.657 22.665  C1 1.090
7 H -10.854 -11.823 25.640  C2 1.090
8 H -9.396 -11.616 24.674  C2 1.090
9 H -10.710 -13.708 25.377  O3 0.960
10 C -6.560 -13.614 25.194  C11 1.526, H13 1.090, H14 1.090, H15 1.090
11 C -6.380 -15.054 24.723  C10 1.526, O12 1.435, H16 1.090, H17 1.090
12 O -7.628 -15.700 24.433  C11 1.435, H18 0.960
13 H -7.087 -13.007 24.458  C10 1.090
14 H -5.609 -13.101 25.332  C10 1.090
15 H -7.075 -13.618 26.154  C10 1.090
16 H -5.859 -15.757 25.372  C11 1.090
17 H -5.798 -15.190 23.811  C11 1.090
18 H -7.464 -16.536 23.990  O12 0.960
19 C -11.272 -12.071 19.686  C20 1.540, H22 1.090, H23 1.090, H24 1.090
20 C -10.275 -10.897 19.664  C19 1.540, O21 1.413, H25 1.090, H26 1.090
21 O -9.232 -11.280 18.790  C20 1.413, H27 0.960
22 H -12.262 -11.814 20.062  C19 1.090
23 H -10.831 -12.826 20.338  C19 1.090
24 H -11.285 -12.557 18.711  C19 1.090
25 H -9.895 -10.722 20.671  C20 1.090
26 H -10.721 -9.996 19.244  C20 1.090
27 H -9.659 -11.404 17.940  O21 0.960
28 C -11.270 -6.850 23.261  C29 1.473, H31 1.090, H32 1.090, H33 1.090
29 C -11.800 -5.783 22.395  C28 1.473, O30 1.417, H34 1.090, H35 1.090
30 O -11.154 -5.652 21.141  C29 1.417, H36 0.960
31 H -11.400 -7.695 22.585  C28 1.090
32 H -11.877 -7.206 24.093  C28 1.090
33 H -10.233 -6.699 23.559  C28 1.090
34 H -11.702 -4.862 22.970  C29 1.090
35 H -12.862 -5.851 22.157  C29 1.090
36 H -10.241 -5.405 21.307  O30 0.960
37 C -10.363 -17.200 27.645  C38 1.537, H40 1.090, H41 1.090, H42 1.090
38 C -10.106 -16.408 26.354  C37 1.537, O39 1.405, H43 1.090, H44 1.090
39 O -11.169 -15.759 25.704  C38 1.405, H45 0.960
40 H -9.498 -17.778 27.970  C37 1.090
41 H -11.271 -17.791 27.521  C37 1.090
42 H -10.622 -16.495 28.435  C37 1.090
43 H -9.674 -17.140 25.671  C38 1.090
44 H -9.220 -15.799 26.536  C38 1.090
45 H -10.805 -15.393 24.895  O39 0.960